107
Properties=species:S:1:pos:R:3:forces:R:3 method="wB97M-V/def2-TZVPD" total_charge=-1 e_homo_ev=-3.115 gap_ev=5.4870 mol_weight_g_mol=561.87
O -1.151 -3.458 4.453 0.6112 -1.7517 1.8420
O 3.772 -2.849 -0.778 1.2876 -1.6435 -0.7250
O 2.565 -0.738 -3.539 -0.1339 0.3333 0.2562
O 1.456 2.488 -3.643 0.4030 -0.0042 -1.1299
O 0.751 3.574 3.046 -2.0800 -0.1527 1.5394
O 1.855 -0.790 -0.240 -0.9073 -1.6586 1.1579
O -2.347 0.138 -0.346 -1.3139 0.5334 0.7822
N 5.175 -0.877 -2.389 1.0579 -0.0630 -0.4605
N -3.426 0.059 0.600 -1.1785 -1.0960 1.3286
N 2.792 2.808 1.305 -0.2906 -0.0077 0.3773
N 0.232 2.439 -1.048 -0.1025 0.1015 0.5549
C -1.909 0.876 2.396 0.4230 -1.0601 -0.2098
C -5.392 0.864 -0.866 0.6886 -0.3949 -1.4744
C -5.779 -0.616 1.131 1.6198 0.8693 -0.4907
C -0.489 2.597 -2.278 -0.4837 1.6626 0.3929
C 0.444 3.393 -3.236 -0.3266 -1.7950 -0.4793
C 3.502 -1.668 -4.070 0.2391 1.3498 0.5258
C -5.818 0.441 2.244 0.5319 -1.1051 0.0214
C 2.474 2.014 2.495 -0.2473 0.4735 -0.6876
C -1.820 3.354 -2.029 -0.2122 -0.6546 -0.8026
C 4.963 -1.042 -3.826 -1.6774 -1.3004 -0.4853
C 5.314 -4.436 0.278 -0.5758 0.2859 -0.9220
C -3.346 0.979 1.827 1.6588 1.2042 -2.2360
C -1.825 -2.817 3.435 0.8794 0.9977 -0.7462
C 0.164 -2.598 -0.024 0.1852 0.6210 0.1562
C 1.364 2.121 -5.029 -0.6652 0.0429 1.4140
C 1.244 -1.193 -3.703 0.1435 -0.5095 -0.2369
C -4.625 -1.612 -0.856 0.7835 0.3608 -0.0285
C 3.919 -3.753 0.292 0.4656 0.5939 0.3184
C -2.541 -3.776 2.535 -1.1943 -0.2451 -0.6588
C 6.027 -1.947 -4.502 -0.4226 -0.5406 -0.0250
C 1.911 2.939 3.569 0.3107 -0.0158 -0.4866
C -4.750 -0.266 -0.017 -0.8715 -0.6668 0.8962
C 3.662 1.230 2.941 0.9593 -0.1133 0.6368
C 0.864 -1.346 0.575 1.0376 0.5299 -1.9479
C -0.172 3.938 4.114 0.4402 -0.1744 -0.6462
C -4.417 0.605 2.849 -0.0790 -0.6900 -0.8963
C -3.487 2.449 1.328 -0.9901 -0.4014 1.0477
H -2.287 3.487 -3.004 -0.2632 0.5574 -0.0743
H -4.143 -0.388 3.205 0.1410 -0.1024 0.2493
H 3.088 -4.459 0.306 0.0665 -0.4903 -0.0943
H -5.735 1.828 -0.490 0.2027 -0.3593 0.8970
H -0.429 1.934 -0.475 0.3056 -0.5043 0.6850
H -4.131 -1.448 -1.814 -0.1961 0.1606 -0.1262
H 0.472 -0.678 -3.131 0.7315 0.2696 0.5661
H -2.543 2.772 -1.457 0.2317 -0.3764 0.0837
H -0.383 -2.955 4.733 -0.1077 0.0518 -0.1729
H 0.906 -3.387 -0.144 -0.2058 -0.2384 -0.0755
H 6.096 -3.693 0.122 -0.0138 0.2629 0.6242
H -0.281 -2.361 -0.990 0.3154 0.1195 -0.3272
H 0.391 1.685 -5.253 -0.3853 -0.2894 0.1493
H -0.687 -2.908 0.582 0.0191 -0.4055 0.4367
H 3.366 0.456 3.648 0.1435 -0.1560 -0.0569
H 1.671 1.322 2.237 -0.0817 -0.1115 -0.2621
H 4.276 0.814 2.142 -0.7132 -0.3180 -0.3550
H 2.096 1.330 -5.192 0.2809 0.4969 -0.2285
H -6.240 0.485 -1.436 -0.0893 -0.3242 0.0216
H 5.456 -5.048 -0.612 -0.4605 -0.2708 -0.1717
H 2.572 3.789 3.736 0.7383 -0.2879 0.5751
H 0.062 -0.640 0.788 -0.6843 0.7198 0.0101
H -1.036 -2.286 2.902 -0.3917 0.3596 -0.7119
H -4.434 1.268 3.714 0.2134 0.2312 -0.1509
H 6.023 -2.923 -4.016 -0.2018 -0.1397 0.2462
H -0.522 3.107 4.728 0.3615 -0.6014 -0.1579
H 2.065 3.510 1.319 -0.2202 0.2718 -0.7481
H -6.757 -0.775 0.675 0.0020 0.0095 0.0010
H -6.243 1.394 1.927 -0.2695 -0.1296 0.1475
H 4.774 -1.615 -1.828 -0.8151 -0.1756 -0.0351
H 0.281 4.634 4.819 0.1863 0.3012 -0.1146
H -1.722 4.288 -1.475 0.3239 0.2552 -0.2967
H 3.109 -2.196 -0.541 -1.4559 1.6769 0.2649
H -2.481 -2.080 3.899 -0.5033 0.1531 -0.3919
H 0.231 3.372 -0.662 0.4580 0.2754 0.5811
H -4.025 -2.397 -0.395 0.6652 0.5788 0.6887
H -3.452 -4.169 2.986 0.0744 -0.2026 0.3899
H 0.941 4.254 -2.790 -0.2285 0.0000 0.5886
H 3.790 -3.137 1.182 0.2499 -0.2571 0.5582
H 1.222 -2.257 -3.468 -0.3367 -0.2022 0.2512
H -1.580 1.531 3.202 -0.7447 0.5072 -0.0401
H -6.377 -0.104 3.004 -0.6704 0.8632 0.3263
H 0.912 -1.096 -4.737 0.1220 -0.0061 -0.6314
H -5.429 -1.545 1.579 -0.1321 -0.1882 0.0729
H -2.928 -3.276 1.647 0.1339 0.4792 -0.0372
H 3.630 3.331 1.515 0.4694 0.1022 -0.0231
H -4.457 2.555 0.841 0.1201 0.2286 -0.0124
H 1.729 2.349 4.467 -0.2910 0.2064 0.3329
H 1.381 3.022 -5.642 0.7555 -0.0182 -0.3752
H -5.500 -2.245 -1.004 -0.8546 0.9602 -0.1895
H 4.395 1.866 3.437 -0.0421 0.3674 0.4506
H 5.515 -5.092 1.125 -0.0903 0.2979 0.2098
H 3.174 -1.819 -5.098 0.7893 0.0021 -0.7366
H -4.647 1.125 -1.618 0.1038 0.1288 -0.2277
H -1.167 0.997 1.607 -0.1772 0.2823 -0.1431
H -1.884 -0.661 -0.083 0.7190 -0.1312 -0.2896
H -0.076 3.761 -4.120 -0.3693 0.0978 -0.1091
H -3.529 3.016 2.258 0.1250 0.5993 -0.1022
H -2.712 2.843 0.671 0.1258 -0.4364 0.1953
H -1.670 -0.119 2.773 -0.3861 -0.2788 0.0082
H 7.078 -1.660 -4.472 -0.0844 0.7125 0.2614
H 6.156 -1.097 -2.286 0.5323 0.4269 0.3675
H -0.736 1.572 -2.554 0.1890 0.1556 -1.0289
H 1.207 -1.588 1.581 0.4141 -0.5290 0.7992
H -1.988 -4.618 2.120 0.4984 0.1292 0.4751
H 4.921 -0.045 -4.264 0.1455 0.0105 -0.2730
H -1.097 4.358 3.718 0.3428 0.2383 -0.4649
H 3.349 -2.635 -3.592 0.4340 -0.2089 0.4549
H 5.821 -2.176 -5.548 -0.2385 0.2771 -0.2062


119
Properties=species:S:1:pos:R:3:forces:R:3 method="wB97M-V/def2-TZVPD" total_charge=-1 e_homo_ev=-4.752 gap_ev=5.1427 mol_weight_g_mol=785.19
Cl 9.253 -1.938 4.272 0.2995 -0.2910 0.0894
S 1.595 1.605 4.038 -0.3120 -0.1836 0.0360
P 6.324 -5.850 0.878 4.4746 -4.7740 0.3660
P -8.323 2.717 -4.482 -5.4495 5.0359 2.7981
P -2.486 2.964 -0.006 0.1354 -1.2859 6.5769
O -1.512 4.113 0.038 -0.8382 -0.1854 -3.4095
O 2.637 0.288 1.797 -0.1538 0.8227 -0.0034
O -7.250 3.514 -3.765 2.3525 -2.8326 -1.8449
O 6.734 -5.313 -0.471 -2.5892 2.1035 0.9187
N 3.009 -1.706 2.630 -0.0093 0.2779 -0.8148
N 7.799 -5.656 1.732 -0.1945 0.4048 -0.1783
N -9.361 2.637 -3.087 -0.0416 -0.3731 0.5069
N 6.110 -7.507 0.390 -0.2400 -0.2154 -0.3005
N -8.875 3.995 -5.514 0.4225 -0.2561 -0.5904
N 2.489 -0.900 3.612 -0.2665 0.2904 0.8937
N -9.329 1.499 -5.249 2.9368 -1.6066 -0.1821
N 5.364 -6.136 2.313 -1.7098 2.1214 -1.4065
N -3.734 3.628 0.987 -0.1566 0.2707 -0.4619
N -3.486 1.668 -0.629 1.0348 1.1761 -2.5726
N -1.541 1.823 0.884 0.3248 -0.0818 -0.0814
C 2.277 0.278 3.118 0.8531 -0.6661 0.0379
C 7.512 -0.046 2.986 0.4631 0.1083 -0.2204
C 8.191 -6.335 2.951 -0.3545 -0.1569 0.4105
C 8.338 -4.289 1.747 -0.0105 0.2991 -0.4442
C -9.582 0.272 -4.456 -0.3753 -0.1089 0.2823
C -10.185 4.114 -6.124 -0.2625 -0.4244 -0.2269
C -2.757 0.524 -1.224 0.1199 -0.3649 0.2002
C 5.890 -7.739 -1.031 0.0688 0.2029 -0.0856
C 3.363 3.128 2.418 0.6910 0.8416 0.5180
C -1.981 1.269 2.149 -0.4559 -0.3559 -0.1314
C 2.615 3.088 3.767 0.3679 0.3068 -0.9649
C 6.897 -8.585 0.949 -0.1716 -0.0310 0.5021
C -4.390 2.165 -1.698 -0.4378 0.2610 0.2350
C 7.514 1.122 1.971 -0.5300 -1.1687 -0.1539
C 4.839 2.678 2.543 -0.5476 0.0738 -1.0918
C -0.101 2.062 0.925 -0.0137 0.3662 -0.2275
C -7.868 4.539 -6.422 0.4051 0.1512 0.2309
C -4.782 2.891 1.665 -0.2337 -0.4213 -0.1779
C 4.053 -6.789 2.100 -0.0555 -0.4073 0.0139
C -8.712 1.026 -6.517 -0.1939 0.4191 -0.4689
C -8.706 2.744 -1.786 0.1826 0.0885 -0.0629
C -4.253 4.924 0.556 0.3363 0.3452 -0.0580
C 5.062 -4.851 3.009 0.5482 0.1341 0.3049
C -10.652 3.291 -3.038 -0.2874 -0.3237 -0.3438
C 6.227 1.092 1.100 0.1756 0.8519 -0.0835
C 5.418 2.405 1.131 -0.0444 -0.8188 -0.0107
C 3.096 -0.952 1.584 -0.0780 -0.3587 0.2993
B 8.830 -0.077 3.958 -0.7873 0.3751 0.2163
H -11.145 3.088 -2.084 0.1873 0.0025 0.0871
H -9.358 0.295 -7.002 -0.0529 -0.0049 0.1059
H 9.265 -6.208 3.104 -0.0186 0.1864 -0.1190
H 8.026 -7.408 2.912 -0.1897 0.0391 -0.0773
H 7.523 -0.987 2.408 -0.1671 0.2041 -0.0306
H -10.321 5.135 -6.489 0.2118 0.0176 0.0068
H -7.781 2.172 -1.765 0.0366 0.0985 -0.0229
H 3.452 -6.274 1.345 -0.1156 -0.0048 0.0659
H 4.165 -7.828 1.802 0.1933 0.0728 -0.1629
H 1.919 3.933 3.782 -0.2076 -0.3696 0.1749
H 8.193 -3.791 0.790 -0.1239 -0.1655 -0.0449
H 2.847 2.613 1.607 -0.0513 -0.0783 0.2715
H -2.233 -0.054 -0.470 0.0763 0.2275 0.1082
H 0.272 2.380 -0.048 -0.0524 0.1172 0.0418
H -2.121 2.038 2.919 -0.0344 -0.0508 0.0460
H 0.426 1.142 1.176 -0.2106 -0.0968 0.0719
H 3.475 -1.178 0.599 0.0185 -0.0620 0.1365
H 3.408 4.187 2.122 -0.1841 -0.1645 -0.0802
H 5.413 3.492 2.994 -0.0939 -0.3056 0.3504
H 7.688 -5.948 3.848 0.0366 0.0252 -0.0002
H -9.353 2.328 -1.009 -0.1372 0.0063 -0.1114
H -5.582 2.549 0.991 -0.0062 0.0141 0.0079
H -11.328 2.885 -3.793 0.0599 0.1075 -0.1002
H -2.036 0.842 -1.981 -0.0213 -0.0878 -0.0763
H -6.895 4.604 -5.938 -0.0652 -0.0998 0.1141
H -4.707 5.454 1.396 -0.0289 -0.1197 0.0501
H 4.490 -4.167 2.378 -0.1370 -0.0071 0.1289
H 6.583 -9.545 0.529 -0.0406 0.1041 -0.1735
H -7.752 3.929 -7.329 -0.0726 0.0972 -0.0816
H -8.658 -0.181 -4.091 -0.0367 -0.1080 -0.0262
H -7.734 0.569 -6.349 -0.0599 -0.1524 -0.0471
H 0.166 2.823 1.666 0.1027 0.0202 -0.0608
H -8.475 3.783 -1.522 0.0830 -0.0293 0.0600
H -10.575 4.380 -3.154 -0.0763 0.0139 -0.0258
H -10.105 -0.461 -5.074 0.1615 0.1004 -0.2212
H -3.469 -0.160 -1.691 -0.1450 0.2300 -0.0642
H -5.247 3.533 2.418 0.0787 0.1523 -0.0985
H 5.571 0.284 1.451 0.1145 0.0831 -0.0392
H -8.135 5.553 -6.727 -0.1165 -0.0375 0.0121
H 4.494 -5.038 3.919 -0.0289 -0.1091 -0.0535
H 9.412 -4.296 1.935 -0.0344 -0.1147 0.1284
H 3.335 3.254 4.573 -0.1687 -0.3553 0.0366
H -3.455 5.560 0.177 0.0851 -0.1483 -0.0124
H 4.904 1.774 3.157 0.1630 0.1324 0.0050
H -2.902 0.694 2.028 -0.0870 0.1566 0.0096
H -8.584 1.847 -7.223 0.0145 0.1133 0.1332
H -4.410 2.029 2.208 0.1084 -0.0532 -0.1718
H 5.977 -4.341 3.312 0.0680 -0.0673 -0.1208
H 8.363 0.940 1.303 0.0892 0.4027 0.2379
H 8.572 0.372 5.059 0.0767 0.1177 0.0880
H -5.058 2.949 -1.340 0.1201 0.0278 0.1343
H 9.775 0.511 3.477 0.1894 -0.1919 -0.1513
H 3.492 -6.800 3.037 0.1133 0.2563 0.0455
H -10.229 0.469 -3.608 0.1443 0.2247 0.0366
H 7.641 2.082 2.483 0.0017 -0.0330 -0.1360
H 4.603 2.277 0.402 -0.0304 0.1984 0.2097
H -5.030 1.362 -2.065 0.0866 -0.0762 0.0550
H -5.009 4.827 -0.236 -0.1011 0.0301 0.0949
H -3.825 2.572 -2.541 -0.1041 -0.1095 -0.1404
H 6.467 0.876 0.050 0.0407 -0.0891 0.1504
H 7.972 -8.466 0.756 0.0266 -0.0486 0.0747
H -10.331 3.441 -6.982 -0.0103 0.0286 -0.0200
H 5.418 -8.716 -1.180 0.0558 -0.0472 0.1642
H 6.016 3.245 0.759 0.0234 -0.0927 0.1873
H 6.725 -8.681 2.023 0.1376 0.1366 0.0249
H 6.557 -0.044 3.539 0.1790 0.0106 0.0177
H 7.867 -3.673 2.518 0.2109 0.0203 0.0987
H 6.826 -7.718 -1.605 -0.0502 0.0333 -0.0936
H -1.249 0.549 2.523 0.1538 0.1402 -0.0814
H -10.996 3.945 -5.425 0.1020 -0.1685 0.0504
H 5.216 -6.995 -1.449 0.1180 0.0629 -0.0161